{
  "formula": "C13H23N2",
  "method": "ωB97M-V/def2-TZVPD",
  "elements": ["C", "N", "C", "C", "C", "C", "C", "C", "C", "C", "C", "H", "H", "H", "H", "H", "H", "H", "H", "H", "H", "H", "H", "H", "H", "C", "C", "C", "N", "H", "H", "H", "H", "H", "H", "H", "H", "H"],
  "positions_angstrom": [[2.9552, -1.3942, -0.9919], [1.5298, -1.6809, -1.1803], [1.1878, -2.9058, -1.9110], [0.6168, -0.8628, -0.6916], [-0.8063, -1.1363, -0.7769], [-1.3391, -2.4082, -0.4177], [-2.6722, -2.7132, -0.6441], [-3.5529, -1.7370, -1.1270], [-4.9960, -2.0885, -1.3189], [-3.0608, -0.4576, -1.4212], [-1.7144, -0.1509, -1.2488], [3.5333, -2.1954, -1.4586], [3.2219, -0.4372, -1.4615], [3.2027, -1.3326, 0.0790], [2.1051, -3.2696, -2.3859], [0.8147, -3.6883, -1.2341], [0.4337, -2.7045, -2.6844], [1.0034, 0.0725, -0.2718], [-0.6888, -3.1509, 0.0515], [-3.0553, -3.7128, -0.4153], [-5.5514, -1.2312, -1.7089], [-5.1014, -2.9181, -2.0310], [-5.4734, -2.4121, -0.3829], [-3.7695, 0.2890, -1.7943], [-1.3324, 0.8468, -1.4918], [2.5569, 4.1678, 3.5493], [1.8637, 4.0099, 2.2035], [1.3073, 2.6030, 1.9789], [0.7006, 2.4492, 0.6682], [2.9543, 5.1796, 3.6489], [1.8639, 4.0004, 4.3794], [3.3933, 3.4704, 3.6642], [1.0222, 4.7101, 2.1364], [2.5708, 4.2575, 1.4017], [2.0986, 1.8511, 2.1543], [0.4976, 2.4301, 2.7002], [1.3310, 2.7362, -0.0745], [0.3492, 1.5145, 0.5091]],
  "forces_ev_per_angstrom": [[0.624, 0.344, 0.226], [-1.305, 0.948, 0.918], [0.066, -0.674, -0.256], [0.840, -0.980, -0.964], [-1.206, -0.277, 0.109], [0.319, 0.187, -0.348], [0.295, 0.155, 0.351], [0.226, -0.020, -0.055], [-0.331, 0.073, -0.158], [-0.042, -0.116, 0.039], [0.559, -0.089, 0.232], [-0.079, 0.287, 0.212], [-0.150, -0.295, 0.065], [-0.133, -0.133, -0.405], [-0.356, 0.105, 0.070], [0.262, 0.336, -0.340], [0.167, 0.042, 0.363], [-0.043, -0.335, -0.200], [-0.276, 0.227, -0.211], [0.184, 0.400, 0.029], [0.012, -0.182, 0.066], [0.054, 0.185, 0.136], [0.236, 0.126, -0.191], [0.436, -0.172, 0.153], [-0.238, -0.330, 0.058], [0.032, -0.011, 0.102], [-0.254, -0.192, -0.171], [0.022, -0.165, 0.504], [-0.030, 0.332, -0.538], [-0.019, -0.077, 0.043], [0.059, -0.003, -0.089], [-0.099, 0.058, -0.045], [0.197, -0.027, -0.103], [-0.112, -0.016, 0.011], [-0.085, 0.219, 0.164], [0.316, -0.064, 0.093], [-0.114, -0.180, 0.027], [-0.036, 0.314, 0.105]],
  "gap_ev": 7.357,
  "total_charge": 1,
  "e_above_lowest_kj_mol": 0.00,
  "e_lumo_ev": -4.6
}

{
  "formula": "C3H4N2O2",
  "method": "ωB97M-V/def2-TZVPD",
  "elements": ["O", "C", "O", "C", "C", "N", "N", "H", "H", "H", "H"],
  "positions_angstrom": [[1.3656, 0.3426, -1.0281], [0.4683, 0.2012, 0.0878], [1.2547, 0.0637, 1.2140], [-0.4819, -1.0573, -0.2636], [-1.6868, -0.4190, -0.2790], [-1.7053, 0.8740, 0.0349], [-0.4101, 1.2425, 0.2432], [2.3267, 0.6102, -0.6966], [1.4744, 0.9447, 1.5102], [-0.0178, -1.9952, -0.1722], [-2.5878, -0.8073, -0.6506]],
  "forces_ev_per_angstrom": [[1.761, 0.982, 0.766], [1.790, -3.926, -1.785], [-0.488, -0.860, 0.528], [0.096, 4.118, 1.754], [1.306, -4.906, -1.515], [6.408, 4.073, 1.480], [-6.117, 2.790, -0.253], [-3.298, -0.792, -0.676], [-0.039, 0.588, 0.344], [-0.235, -1.298, -0.626], [-1.183, -0.768, -0.016]],
  "smiles": "OC1(O)C=CN=N1",
  "gap_ev": [8.576, 8.577],
  "e_above_lowest_kj_mol": 481.02,
  "e_lumo_ev": [-1.3, -1.3]
}

{
  "formula": "C33H24Cl3FeN2O7P2",
  "method": "ωB97M-V/def2-TZVPD",
  "elements": ["Fe", "O", "C", "C", "C", "N", "C", "C", "C", "O", "O", "C", "O", "O", "H", "H", "H", "N", "P", "C", "C", "C", "C", "C", "C", "C", "C", "C", "C", "C", "C", "P", "C", "C", "C", "C", "C", "C", "C", "C", "C", "C", "C", "C", "H", "H", "H", "H", "H", "H", "H", "H", "H", "H", "H", "H", "H", "H", "H", "H", "H", "H", "H", "H", "H", "Cl", "C", "Cl", "Cl", "C", "O", "O"],
  "positions_angstrom": [[0.1402, -0.2863, 0.1607], [4.5268, 0.7343, 4.3079], [3.5240, 0.5672, 3.4240], [2.8648, 1.6401, 2.8247], [1.8615, 1.3601, 1.9251], [1.5228, 0.1158, 1.6214], [2.1485, -0.9081, 2.1881], [3.1563, -0.7400, 3.1065], [1.6258, -2.1990, 1.6408], [1.9805, -3.2822, 2.0403], [0.7742, -1.9748, 0.6805], [1.0617, 2.3614, 1.1381], [1.1860, 3.5553, 1.3237], [0.3019, 1.7573, 0.2915], [4.7051, 1.6742, 4.4330], [3.1027, 2.6740, 3.0430], [3.6357, -1.5967, 3.5581], [0.0149, 0.0694, -2.8496], [1.2773, -0.5013, -1.8765], [2.7487, 0.1475, -2.6898], [3.1931, -0.4385, -3.8741], [4.2921, 0.0964, -4.5278], [4.9508, 1.2002, -4.0008], [4.5106, 1.7823, -2.8207], [3.4094, 1.2551, -2.1621], [1.3490, -2.2851, -2.1581], [0.3248, -2.9538, -2.8119], [0.3578, -4.3399, -2.9040], [1.4061, -5.0500, -2.3422], [2.4265, -4.3820, -1.6743], [2.3941, -3.0037, -1.5789], [-1.1868, 0.9266, -1.9639], [-1.0861, 2.5511, -2.7969], [0.1605, 3.0928, -3.1104], [0.2601, 4.3395, -3.7100], [-0.8851, 5.0718, -3.9851], [-2.1288, 4.5521, -3.6565], [-2.2300, 3.3026, -3.0632], [-2.7761, 0.2789, -2.5513], [-2.9151, -0.4309, -3.7392], [-4.1499, -0.9473, -4.1017], [-5.2540, -0.7537, -3.2823], [-5.1235, -0.0399, -2.1006], [-3.8851, 0.4665, -1.7315], [0.2568, 0.4487, -3.7586], [2.6856, -1.3074, -4.2744], [4.6402, -0.3551, -5.4476], [5.8149, 1.6047, -4.5118], [5.0239, 2.6431, -2.4128], [3.0575, 1.7059, -1.2402], [-0.5086, -2.3987, -3.2216], [-0.4551, -4.8608, -3.3927], [1.4264, -6.1301, -2.4129], [3.2280, -4.9375, -1.2059], [3.1796, -2.4850, -1.0379], [1.0670, 2.5465, -2.8790], [1.2352, 4.7404, -3.9564], [-0.8087, 6.0468, -4.4491], [-3.0266, 5.1199, -3.8657], [-3.2074, 2.9044, -2.8212], [-2.0571, -0.5870, -4.3822], [-4.2503, -1.5046, -5.0245], [-6.2127, -1.1715, -3.5609], [-5.9808, 0.1114, -1.4571], [-3.7770, 0.9931, -0.7881], [-4.1142, -1.5669, 1.5553], [-2.3908, -1.8941, 1.3944], [-1.5007, -0.4390, 1.9778], [-1.9236, -3.2782, 2.3645], [-2.0367, -2.1503, -0.1071], [-2.5930, -3.0595, -0.6613], [-1.2055, -1.3187, -0.6275]],
  "forces_ev_per_angstrom": [[1.103, 0.720, 1.693], [-0.026, 0.033, -0.030], [0.068, 0.038, 0.063], [-0.066, -0.027, 0.092], [0.138, -0.055, 0.099], [0.299, 0.174, -0.542], [0.043, 0.060, 0.053], [-0.085, -0.027, 0.025], [-0.039, -0.163, -0.051], [0.040, 0.039, -0.022], [-0.203, -0.817, -0.052], [-0.079, 0.024, -0.137], [0.044, -0.062, -0.022], [-0.395, 0.258, -0.357], [-0.013, -0.033, 0.019], [0.007, -0.003, -0.021], [0.025, 0.005, -0.026], [0.162, 0.374, 0.034], [-1.167, -0.682, -0.171], [0.240, 0.129, 0.496], [0.043, 0.079, 0.016], [-0.017, -0.012, -0.026], [-0.004, 0.006, -0.005], [-0.005, -0.003, -0.004], [-0.009, 0.003, 0.003], [0.216, 0.039, -0.034], [-0.023, -0.033, -0.017], [-0.017, 0.043, 0.006], [0.018, -0.016, -0.004], [-0.019, -0.003, 0.002], [0.057, 0.023, -0.083], [-0.196, 0.371, -0.110], [-0.055, -0.012, -0.009], [-0.018, 0.028, 0.015], [-0.004, -0.005, 0.027], [0.004, 0.013, -0.010], [-0.007, 0.001, 0.043], [0.018, -0.012, -0.045], [0.048, -0.073, -0.150], [-0.076, 0.026, -0.011], [0.022, 0.005, -0.009], [0.002, -0.005, -0.011], [0.007, 0.016, 0.008], [-0.009, -0.051, 0.026], [0.038, -0.209, -0.087], [0.027, -0.025, 0.016], [0.004, 0.005, 0.003], [-0.009, 0.005, -0.003], [-0.001, -0.008, 0.006], [-0.010, 0.003, -0.008], [-0.015, 0.001, 0.040], [0.023, 0.001, -0.018], [-0.016, 0.004, 0.024], [0.008, 0.003, -0.017], [0.003, -0.010, -0.006], [0.003, -0.008, -0.018], [-0.002, 0.002, 0.016], [-0.001, -0.011, -0.006], [0.005, -0.004, 0.003], [-0.002, -0.003, -0.023], [0.011, -0.018, 0.017], [-0.005, -0.010, 0.014], [-0.006, 0.021, -0.003], [0.008, -0.024, 0.002], [0.013, -0.001, -0.010], [0.018, -0.003, -0.035], [0.063, -0.077, 0.072], [0.008, 0.297, 0.137], [0.013, 0.019, 0.005], [0.091, 0.055, -0.088], [-0.046, 0.033, 0.028], [-0.288, -0.448, -0.823]],
  "s_squared": 0.7809,
  "multiplicity": 2,
  "gap_ev": [7.286, 7.748],
  "e_above_lowest_kj_mol": 188.83,
  "e_lumo_ev": [-0.9, -0.7]
}